# 1
Molecular formula: C11H24ClDyIN2O2PS
Method: DFT, ωB97M-V/def2-TZVPD

Results
2S+1: 6
Charge: +2
Total energy: -83684.002 eV
Expectation value of S²: 9.569
E_LUMO (alpha / beta): -10.192 / -8.231 eV
Frontier orbital gap (alpha / beta): 4.056 / 7.471 eV

The geometry in XYZ format:
```
44
Properties=species:S:1:pos:R:3:forces:R:3:mulliken_spin:R:1
C -1.4433 1.6140 -1.1017 -0.370 0.356 -0.196 0.01
C -2.1813 0.8766 0.0009 -2.446 -0.276 -1.320 -0.01
H -2.2310 2.0198 -1.7527 0.186 -0.046 0.183 0.00
H -0.8844 0.9339 -1.7682 -0.094 0.143 0.309 -0.01
H -0.8261 2.4565 -0.7751 -0.104 -0.177 0.181 -0.01
O -3.3459 0.5130 -0.1174 3.367 0.747 0.931 0.00
I 0.1591 -1.2737 1.4180 0.270 0.859 0.207 -0.33
Dy 1.6407 0.6177 -0.8208 -2.239 -1.511 -0.410 5.95
P -0.9973 -1.5657 -1.2979 -1.714 -2.952 -0.609 -0.35
C -2.2021 -2.5157 -0.2516 -0.037 0.382 0.466 -0.01
C -2.1505 -1.2896 -2.7000 0.325 0.957 -0.263 -0.07
H 0.6904 -2.6753 -2.6210 -0.065 -0.276 -0.079 0.00
H -0.8409 -3.6377 -2.5190 0.548 0.375 0.433 -0.01
H 0.3393 -3.5917 -1.1357 -0.079 -0.031 -0.157 0.01
C -0.1059 -3.0216 -1.9555 0.557 0.242 -0.148 -0.02
H -1.5968 -0.8290 -3.5280 -0.289 -0.130 0.014 0.01
H -2.5331 -2.2752 -2.9962 0.081 0.324 0.096 -0.02
H -2.6973 -3.2808 -0.8668 0.136 0.344 0.114 0.00
H -2.9454 -1.8192 0.1632 0.026 -0.393 -0.157 -0.01
H -2.9684 -0.6340 -2.3838 0.063 -0.170 -0.199 0.00
H -1.6884 -2.9868 0.5937 -0.340 -0.133 -0.456 0.00
C -1.4998 0.6247 1.4021 -2.271 1.041 4.762 0.01
O -1.8858 0.9892 2.4770 1.951 -1.625 -4.506 0.00
Cl 2.1927 0.2817 -3.1622 -0.030 -0.143 -0.607 -0.04
C 3.6484 1.7274 0.0823 1.116 1.175 1.616 -0.07
N 3.6001 2.1355 1.5206 -0.553 -0.219 -0.655 0.00
C 4.8731 2.2169 2.2310 0.911 -0.151 -0.029 0.00
C 2.4055 2.1601 2.1621 0.269 -1.051 0.188 -0.02
S 0.9612 2.2834 1.2241 0.038 0.450 0.516 -0.01
N 2.3507 1.9821 3.5238 -0.105 0.811 -0.580 0.00
C 2.9372 2.9971 4.4309 0.322 0.177 -0.004 0.00
C 1.1339 1.3922 4.0997 -0.285 -0.185 -0.445 0.02
H 4.6039 2.0217 -0.3420 0.116 -0.078 0.076 -0.02
H 2.8971 2.3387 -0.4814 0.725 -0.316 0.351 -0.01
H 3.6185 0.5889 0.0137 0.427 1.236 0.147 0.03
H 5.0437 3.2499 2.5766 0.016 -0.479 -0.160 0.00
H 4.9289 1.5144 3.0879 -0.185 0.345 -0.540 0.00
H 5.6716 1.9592 1.5099 -0.382 0.145 0.553 0.00
H 2.4628 3.9918 4.3082 0.199 -0.559 -0.029 0.00
H 2.7475 2.6361 5.4390 0.160 0.179 -0.015 0.00
H 4.0149 3.0656 4.2851 -0.290 0.199 0.199 0.00
H 0.2643 2.0523 3.9974 0.104 -0.072 0.143 0.00
H 0.9174 0.4268 3.6037 0.137 0.564 0.347 -0.02
H 1.3483 1.2173 5.1573 -0.174 -0.077 -0.266 0.00
```
Forces are in eV/Å.

---

# 2
Molecular formula: C5H15N3
Method: DFT, ωB97M-V/def2-TZVPD

Results
2S+1: 1
Charge: 0
Total energy: -9897.456 eV
SMILES: C[C@@H](N)[C@@H](C)C(N)N
E_LUMO: 0.971 eV
Energy above the lowest of the compared OMol25 structures with the same formula, charge and spin: 39.1 kcal per mole
Frontier orbital gap: 9.551 eV

The geometry in XYZ format:
```
23
Properties=species:S:1:pos:R:3:forces:R:3:nbo_charge:R:1
C -0.0101 0.3059 1.9346 0.160 0.177 0.465 -0.64
C 0.7967 -0.2128 0.7611 1.975 -3.954 1.629 -0.03
N 1.5371 -1.6256 1.2833 -0.633 2.193 -0.138 -0.87
C 0.1212 -0.6134 -0.4956 -1.395 3.242 -1.884 -0.24
C -1.0300 -1.6093 -0.4189 0.069 0.101 0.075 -0.63
C -0.4476 0.8865 -1.2287 0.350 -2.016 -0.458 0.13
N 0.4542 1.3182 -2.2588 0.895 -0.507 -0.920 -0.84
N -0.7477 2.0677 -0.4895 -1.001 -0.018 1.337 -0.84
H 0.4113 -0.0531 2.8789 0.037 -0.197 -0.231 0.24
H 0.0657 1.3941 2.0202 -0.294 -0.140 -0.183 0.21
H -1.0574 0.0009 1.9105 0.033 0.132 -0.067 0.21
H 1.6580 0.4286 0.5684 -0.083 0.007 -0.059 0.20
H 0.8360 -2.3129 1.5612 -0.035 0.390 -0.167 0.34
H 2.0696 -2.0509 0.5234 -0.276 0.310 0.014 0.35
H 0.8664 -0.9981 -1.2004 -0.121 0.277 0.046 0.22
H -1.7368 -1.3704 0.3790 -0.003 -0.021 -0.023 0.20
H -0.6563 -2.6235 -0.2541 -0.059 0.087 0.064 0.21
H -1.5909 -1.6261 -1.3601 0.147 0.046 0.118 0.22
H -1.3720 0.5682 -1.7197 -0.013 0.055 0.072 0.17
H 1.3028 1.6829 -1.8345 0.077 -0.119 -0.061 0.34
H 0.0315 2.1163 -2.7317 0.082 -0.206 0.129 0.36
H 0.0413 2.4116 0.0477 -0.105 -0.079 0.024 0.35
H -1.5432 1.9152 0.1239 0.194 0.242 0.216 0.36
```
Forces are in eV/Å.

---

# 3
Molecular formula: C6H12O
Method: DFT, ωB97M-V/def2-TZVPD

Results
2S+1: 1
Charge: 0
Total energy: -8462.890 eV
SMILES: CC[C@H]1C[C@H]1CO
E_LUMO: 1.095 eV
Energy above the lowest of the compared OMol25 structures with the same formula, charge and spin: 33.8 kcal per mole
Frontier orbital gap: 11.032 eV

The geometry in XYZ format:
```
19
Properties=species:S:1:pos:R:3:forces:R:3:nbo_charge:R:1
C -2.2758 -0.0057 0.7478 -0.123 -0.021 0.051 -0.60
C -1.1516 0.8847 0.2398 -0.051 0.055 -0.015 -0.40
C -0.3873 0.2094 -0.8668 -0.237 0.043 -0.078 -0.21
C 0.9920 0.7087 -1.1614 -0.062 0.139 -0.182 -0.47
C 0.7532 -0.6880 -0.5579 0.112 -0.001 -0.134 -0.25
C 1.4036 -0.9728 0.7753 -0.354 0.060 -0.040 -0.07
O 2.7756 -0.7436 0.5134 0.288 0.189 0.198 -0.72
H -2.9160 -0.3134 -0.0868 0.018 0.032 0.164 0.20
H -2.8942 0.5122 1.4849 0.017 -0.092 -0.045 0.21
H -1.8743 -0.9150 1.2108 -0.064 0.140 -0.067 0.20
H -0.4691 1.1430 1.0614 -0.133 -0.029 -0.193 0.20
H -1.5402 1.8328 -0.1489 -0.085 -0.074 0.114 0.21
H -0.9714 -0.0757 -1.7364 -0.151 -0.007 0.130 0.22
H 1.3367 0.7900 -2.1884 -0.130 -0.116 0.129 0.22
H 1.2919 1.5578 -0.5407 0.139 -0.457 0.045 0.22
H 0.9421 -1.5052 -1.2521 -0.128 0.218 -0.042 0.22
H 1.0392 -0.3347 1.5952 0.037 0.008 -0.223 0.16
H 1.2549 -2.0133 1.0991 0.122 0.223 -0.219 0.18
H 2.6909 -0.0712 -0.1879 0.781 -0.311 0.405 0.47
```
Forces are in eV/Å.

---

# 4
Molecular formula: C31H69BCl3F8N2O13
Method: DFT, ωB97M-V/def2-TZVPD

Results
2S+1: 1
Charge: -1
Total energy: -122830.605 eV
E_LUMO: 1.774 eV
Frontier orbital gap: 3.579 eV

The geometry in XYZ format:
```
127
Properties=species:S:1:pos:R:3:forces:R:3:mulliken_charge:R:1
C -7.6744 2.9856 1.8871 0.683 0.294 0.211 -0.75
O -7.5303 1.9080 0.9909 0.324 0.123 -0.184 -0.35
C -6.6903 0.8875 1.5191 -0.625 0.439 0.259 -0.79
C -6.2832 0.0122 0.3724 -0.336 -0.772 0.099 -0.34
N -5.6630 0.7870 -0.7179 -0.847 0.324 0.442 -0.07
H -6.3430 1.5034 -0.9964 0.092 -0.074 -0.114 0.61
H -4.8498 1.3369 -0.3620 0.614 -0.314 -0.192 -0.38
C -5.3259 -0.0331 -1.9082 0.457 0.723 -0.354 0.56
C -4.8923 0.9490 -2.9739 0.639 -0.064 -0.781 -0.76
O -5.8407 1.9871 -3.0211 -0.076 0.280 0.342 -0.39
C -5.5209 3.0186 -3.9308 -0.481 -0.175 -0.688 -0.83
H -8.4907 3.6182 1.5530 -0.235 -0.181 0.121 0.24
H -6.7724 3.6115 1.9117 0.047 -0.098 -0.157 0.32
H -7.7919 2.6187 2.9125 -0.476 0.069 -0.030 0.31
H -7.3101 0.3541 2.2501 0.328 -0.442 -0.056 0.44
H -5.8276 1.2854 2.0661 0.064 0.222 -0.275 0.45
H -7.1596 -0.4626 -0.0705 -0.015 -0.069 0.090 0.45
H -5.6238 -0.7842 0.7161 0.214 0.078 -0.214 0.22
H -6.1812 -0.5956 -2.2745 -0.163 -0.057 0.504 0.59
H -4.5284 -0.7082 -1.6143 -0.092 -0.091 -0.098 -0.78
H -4.8518 0.4665 -3.9572 0.041 -0.316 0.097 0.61
H -3.8993 1.3683 -2.7807 0.003 -0.050 0.266 0.25
H -6.0074 3.9156 -3.5572 0.169 0.143 -0.107 0.29
H -5.9287 2.7688 -4.9218 -0.124 0.076 0.105 0.28
H -4.4550 3.1796 -4.1112 0.095 -0.036 0.621 0.33
C 0.9557 0.4768 2.1326 -1.826 0.402 -0.066 -1.75
O 0.2252 -0.1587 1.0880 1.320 -1.221 -0.232 0.86
C -0.9870 -0.7814 1.4474 -0.202 1.526 0.527 -1.46
C -1.3872 -1.5960 0.2357 0.445 -0.224 1.963 0.54
N -1.2188 -0.7345 -0.9522 1.248 -1.825 0.974 3.35
H -1.6489 0.2080 -0.7520 -0.257 -0.255 -0.570 -1.41
H -0.2055 -0.5686 -0.9805 -0.124 0.325 -0.007 -0.04
C -1.6134 -1.3877 -2.2264 -0.852 2.989 -0.279 0.20
C -0.9683 -2.6834 -2.5667 -0.026 0.680 1.093 -1.43
O 0.4052 -2.3312 -2.6591 0.090 -1.068 -0.451 0.32
C 1.1719 -3.4752 -2.9583 1.118 0.480 -0.836 -0.73
H 0.9837 -0.1759 3.0155 0.236 0.052 -0.030 0.49
H 0.3657 1.3750 2.3589 0.525 0.196 0.307 0.53
H 1.9393 0.7533 1.7736 -0.244 -0.134 -0.104 -0.07
H -1.6692 0.0520 1.6525 -0.387 -0.364 -0.050 0.21
H -0.9313 -1.3767 2.3699 0.281 -0.277 -0.254 0.43
H -2.3656 -2.0413 0.3975 -0.276 0.343 -0.666 0.18
H -0.6667 -2.4176 0.2761 -0.013 -0.008 -0.881 -0.27
H -1.2361 -0.5899 -2.8768 -0.285 -0.562 -0.820 0.52
H -2.6958 -1.3268 -2.2487 -0.017 -0.693 -0.205 -1.05
H -1.3910 -3.0626 -3.4986 0.069 -0.055 -0.039 0.62
H -1.1266 -3.4107 -1.7628 -0.030 -0.221 -0.200 0.44
H 1.4525 -4.0356 -2.0677 -0.241 -0.246 -0.018 -0.20
H 2.0961 -3.1431 -3.4498 0.068 0.166 0.389 0.32
H 0.7423 -4.1001 -3.7499 -0.501 -0.179 0.437 0.40
C 0.8212 3.0671 -0.3318 -1.225 1.594 0.155 1.06
O -0.0632 3.9885 0.1540 0.436 -0.248 0.317 -0.95
H 1.2204 3.4388 -1.3072 0.287 -0.556 -0.203 0.16
H 1.7203 2.9145 0.3208 -0.003 -0.397 -0.075 -0.69
H 0.2939 2.0954 -0.4984 0.537 -0.353 -0.159 -0.34
B -2.6878 1.6925 -0.1365 -0.091 0.152 0.111 1.02
H -1.8279 1.8034 0.6792 0.202 0.019 0.203 -0.48
H -3.1557 0.5653 -0.0863 -0.484 -0.428 0.182 -0.29
H -3.5377 2.5228 0.0847 -0.509 0.176 -0.082 -0.28
H -2.2099 1.8341 -1.2357 0.051 0.065 -0.446 -0.47
Cl -4.8658 -3.5837 -1.8762 -1.109 -0.048 -0.892 1.78
O -4.2191 -3.0270 -0.7067 0.416 -0.185 0.208 -0.65
O -4.8613 -5.0213 -1.8827 0.264 0.200 0.494 -0.73
O -6.2366 -3.1030 -1.8936 0.239 -0.067 0.047 -0.72
O -4.1894 -3.1154 -3.0721 0.222 0.221 0.184 -0.65
C 1.6072 0.8562 -4.9781 -1.054 0.969 -0.824 -1.29
C 2.1120 1.0267 -3.5622 -1.532 -0.828 1.138 1.02
C 3.1580 0.0023 -3.1205 0.846 -0.165 0.463 0.84
F 4.1422 -0.1191 -4.0712 -0.056 0.306 0.278 -0.34
F 3.7049 0.4067 -1.9425 0.131 0.084 -0.505 -0.16
F 2.4604 2.2896 -3.3212 0.787 -0.020 -0.618 -0.33
F 1.0636 0.7796 -2.7015 0.040 -0.089 -0.301 -0.02
O 0.6698 -0.2290 -5.0486 0.371 -0.344 0.361 -0.31
C 0.2144 -0.5198 -6.2834 0.226 -0.179 0.512 0.82
C -0.9524 -1.5024 -6.1368 -0.337 -0.037 -0.087 0.47
F -1.9210 -0.8950 -5.4179 0.146 -0.116 0.213 -0.18
F -1.4968 -1.7860 -7.3428 0.381 -0.022 -0.112 -0.32
F -0.2227 0.5643 -6.9571 0.286 0.081 -0.187 -0.30
F 1.2310 -1.0860 -6.9910 -0.281 0.014 -0.578 -0.33
H 2.4185 0.7975 -5.7042 0.040 -0.357 0.116 0.42
H 0.9807 1.7121 -5.2418 0.554 0.449 0.330 0.39
H 2.7768 -1.0016 -2.9328 -0.523 0.175 -0.299 -0.52
H -0.6254 -2.4288 -5.6612 -0.080 0.037 0.106 0.01
C 4.1886 -2.7366 1.3666 0.468 -0.075 -0.927 -0.29
C 5.6430 -2.1895 1.4563 -1.281 0.211 0.949 -0.38
C 5.5984 -1.6249 2.8734 -0.015 0.156 0.265 -0.87
O 4.3068 -1.0638 3.0500 1.053 -2.269 -1.706 -0.20
C 3.3819 -1.9223 2.3915 -0.073 -0.323 -0.617 0.48
H 4.1465 -3.8174 1.4994 -0.141 0.029 0.218 0.34
H 3.8412 -2.5111 0.3574 -0.239 -0.289 0.024 -0.02
H 5.6430 -1.3980 0.7093 0.818 0.143 0.128 0.09
H 6.4529 -2.9073 1.3714 -0.081 -0.098 -0.440 0.43
H 6.3141 -0.8287 3.0835 0.095 -0.059 -0.007 0.34
H 5.6916 -2.4128 3.6354 0.429 -0.132 -0.225 0.41
H 2.6294 -1.2887 1.9205 0.119 -0.140 -0.045 -0.70
H 2.8395 -2.6064 3.0571 0.243 0.177 0.421 0.18
C 6.5118 2.6560 1.9007 -0.616 0.195 1.708 -0.79
C 5.3550 1.8258 1.3875 -0.117 -0.522 -1.248 0.57
C 4.0754 2.3921 1.9888 1.446 0.024 -0.806 0.19
O 4.5193 2.9714 3.2187 3.198 1.625 -2.379 -0.37
C 5.9483 2.8671 3.3298 -0.668 1.073 -0.322 -0.48
H 6.6484 3.6465 1.4701 -0.046 -0.198 -0.493 0.32
H 7.4462 2.1023 1.9619 0.170 0.097 -0.289 0.34
H 5.4581 0.8049 1.7605 0.202 -0.049 -0.058 -0.81
H 5.2765 1.7699 0.2982 0.095 -0.027 0.010 0.45
H 3.3719 1.5698 2.1221 0.222 0.574 0.160 -0.28
H 3.6484 3.1207 1.2979 -0.231 0.250 0.408 0.36
H 6.2372 2.0382 3.9881 -0.025 -0.010 0.082 0.14
H 6.1861 3.8230 3.8024 0.701 -0.186 0.024 0.44
C 3.5590 0.5717 6.0083 0.452 -0.181 0.104 -0.72
C 2.8244 1.8559 6.3910 -0.310 -0.230 -0.209 -0.76
C 2.0884 2.1494 5.0885 0.506 -0.853 -0.077 -0.58
O 3.1299 1.9284 4.1478 -3.171 -1.292 2.557 -0.13
C 3.7582 0.6811 4.4749 -2.435 1.347 1.310 1.43
H 2.9514 -0.2969 6.2721 0.142 -0.064 0.012 0.40
H 4.5278 0.5098 6.5069 -0.076 -0.222 0.166 0.30
H 3.5430 2.6646 6.5275 -0.079 0.055 0.205 0.29
H 2.2023 1.7326 7.2781 -0.020 0.114 0.010 0.43
H 1.6805 3.1539 5.0204 0.215 0.140 -0.314 0.44
H 1.2952 1.4276 4.8507 -0.363 0.015 0.515 0.10
H 4.8099 0.6885 4.2043 -0.289 0.198 -0.214 -0.73
H 3.2008 -0.0778 3.9163 0.098 0.811 1.121 -0.41
C 0.6363 -5.2171 2.1260 0.103 0.140 0.505 -0.38
Cl 1.0128 -4.8433 0.4460 0.042 -0.323 -0.084 -0.09
Cl -0.9134 -4.5033 2.5938 0.131 0.034 0.123 -0.13
H 0.5754 -6.2761 2.3520 -0.048 -0.121 -0.588 0.41
H 1.4512 -4.8152 2.7208 -0.219 0.294 0.085 0.16
```
Forces are in eV/Å.